Molecular formula: C34H96B3F18N8O14S2
Method: DFT, ωB97M-V with the def2-TZVPD basis set

Positions of all 175 atoms, in Å:
C: 5.49240 -5.53260 1.61337
C: 6.45364 -5.08588 0.50252
C: 5.79149 -5.18533 -0.92074
O: 6.69026 -4.54298 -1.79469
C: 6.52036 -4.97332 -3.07436
N: 7.00377 -3.71033 0.67820
H: 7.74667 -3.80185 1.35410
H: 7.30824 -3.29386 -0.24595
H: 6.29701 -2.98754 0.96479
H: 5.06039 -6.50647 1.27305
H: 4.73951 -4.80412 1.77124
H: 6.08548 -5.70919 2.53794
H: 7.37162 -5.64677 0.48645
H: 4.74601 -4.85418 -0.94952
H: 5.72901 -6.29277 -1.07180
H: 5.54865 -4.56752 -3.49340
H: 6.58777 -6.09565 -3.14871
H: 7.29244 -4.64280 -3.72538
C: -4.21907 -5.00777 -5.75751
C: -2.93071 -5.82432 -5.53676
C: -2.47970 -5.90164 -4.07832
O: -3.20979 -6.81593 -3.31241
C: -2.55972 -7.10241 -2.09922
N: -3.35078 -7.34149 -5.80700
H: -4.07012 -7.40945 -6.49511
H: -2.56153 -7.91425 -6.04160
H: -3.72739 -7.54897 -4.80356
H: -3.95729 -3.92605 -5.68200
H: -4.91031 -5.14227 -4.92922
H: -4.71627 -5.10721 -6.72619
H: -2.19898 -5.52618 -6.28181
H: -2.38459 -4.91053 -3.61604
H: -1.43266 -6.20395 -4.09413
H: -1.51853 -7.53278 -2.24731
H: -3.10896 -7.81264 -1.59730
H: -2.41610 -6.27328 -1.42973
C: 0.88024 4.59824 1.13972
C: -0.09510 5.74822 1.07164
C: -0.26296 6.19628 -0.36965
O: -1.24239 5.29206 -0.97657
C: -1.44637 5.45020 -2.32937
N: -1.40868 5.20210 1.55065
H: -2.04219 5.83433 2.03377
H: -1.92502 4.92458 0.73046
H: -1.38206 4.37779 2.25169
H: 1.11541 4.46151 2.16226
H: 1.88078 4.73792 0.72137
H: 0.49373 3.71531 0.68780
H: 0.11032 6.63139 1.64925
H: 0.63343 5.97758 -0.89301
H: -0.58450 7.27192 -0.50595
H: -2.18214 4.68216 -2.56286
H: -0.53192 5.34196 -2.91961
H: -2.02547 6.36364 -2.51460
C: 1.66679 -2.18084 5.44335
C: 1.71994 -2.46402 4.00431
C: 1.05276 -3.63778 3.43304
O: 1.35043 -3.56317 2.07260
C: 0.94168 -4.65810 1.37525
N: 1.20447 -1.24384 3.27925
H: 0.96173 -1.48770 2.34030
H: 0.30164 -0.79604 3.48550
H: 1.89235 -0.51646 3.26727
H: 0.70040 -2.01432 5.95289
H: 2.31703 -1.32911 5.78545
H: 1.95465 -3.06850 5.95803
H: 2.79556 -2.45656 3.68972
H: -0.04904 -3.56530 3.63302
H: 1.46372 -4.55107 3.97597
H: -0.15967 -4.71835 1.19565
H: 1.28987 -5.53568 1.93272
H: 1.36612 -4.67832 0.36647
C: 6.24771 4.40015 1.52588
C: 7.03747 4.95787 0.35334
C: 7.77518 3.92858 -0.36622
O: 7.83155 4.16102 -1.75546
C: 8.18219 2.94105 -2.48139
N: 6.11980 5.68347 -0.56575
H: 6.59562 5.94693 -1.41675
H: 5.17096 5.19527 -0.87331
H: 5.82954 6.52964 -0.07620
H: 5.35903 3.93257 1.09413
H: 5.87044 5.10610 2.28020
H: 6.79310 3.60766 2.01205
H: 7.68689 5.83312 0.62546
H: 7.30019 2.96487 -0.20528
H: 8.80030 3.86928 0.02865
H: 8.51582 3.26018 -3.47451
H: 7.29623 2.30141 -2.42227
H: 8.96667 2.46613 -2.00226
C: -4.98759 1.78359 -3.50754
C: -6.49561 1.71758 -3.35101
C: -7.15840 0.40096 -3.87590
O: -6.79378 -0.54215 -2.94793
C: -6.82190 -1.98072 -3.19281
N: -6.84812 1.72127 -1.89974
H: -7.83451 1.66776 -1.63935
H: -6.45817 0.83565 -1.54742
H: -6.40584 2.45938 -1.36962
H: -4.70202 2.15561 -4.47512
H: -4.61711 0.73753 -3.34013
H: -4.58582 2.40048 -2.72024
H: -6.98464 2.55330 -3.80156
H: -6.94322 0.10062 -4.92303
H: -8.24846 0.48819 -3.97674
H: -6.17133 -2.32873 -2.40307
H: -6.38105 -2.17625 -4.19068
H: -7.89574 -2.36643 -3.04202
C: 0.86904 -0.43970 -2.43678
C: 0.36050 -0.14262 -1.01346
C: 0.04431 -1.43457 -0.25643
O: -0.40075 -1.31692 1.05525
C: -1.79183 -1.16056 1.03874
N: 1.37341 0.77830 -0.25870
H: 0.83704 1.08330 0.60068
H: 2.29453 0.31471 -0.00988
H: 1.62810 1.62390 -0.76246
H: 1.35840 0.46772 -2.78497
H: 0.02010 -0.67252 -3.04701
H: 1.53651 -1.30396 -2.30867
H: -0.52218 0.51976 -1.04896
H: 0.98154 -2.03200 -0.22408
H: -0.61269 -1.98720 -0.88769
H: -2.27340 -2.10724 0.91704
H: -2.22447 -0.59109 0.20173
H: -2.11249 -0.72004 1.97030
C: -4.74635 4.29508 4.02529
C: -4.38334 2.86182 4.48824
C: -4.94034 2.33042 5.84803
O: -4.99843 0.89878 5.79174
C: -5.33696 0.28893 7.06511
N: -4.95947 1.94796 3.35108
H: -5.29593 1.10533 3.76240
H: -5.68037 2.42339 2.81505
H: -4.12672 1.75919 2.74395
H: -5.70586 4.59796 4.43866
H: -4.68020 4.32129 2.95592
H: -3.95221 4.99888 4.37101
H: -3.25880 2.64785 4.54110
H: -5.93074 2.83826 5.97185
H: -4.26267 2.57059 6.66680
H: -4.55308 0.43061 7.77823
H: -5.61581 -0.72330 6.78303
H: -6.21309 0.68241 7.46306
B: 4.20899 -1.86846 0.64601
F: 4.76293 -2.42172 1.81351
F: 3.73261 -2.83719 -0.21132
F: 3.15903 -1.01575 1.05152
F: 5.22655 -1.26664 -0.09288
B: -3.25923 -2.76912 -2.19577
F: -3.61855 -3.00154 -3.50021
F: -3.42238 -1.36068 -1.93658
F: -4.03169 -3.54604 -1.26940
F: -1.87371 -3.12122 -1.88114
B: -4.70599 3.63329 0.52513
F: -4.89442 3.19742 -0.68698
F: -4.27905 5.01555 0.49940
F: -5.90984 3.48906 1.23865
F: -3.60159 2.99877 1.18097
C: 0.56782 2.06197 4.90049
F: 1.51131 1.06338 4.99751
F: -0.08209 2.12445 6.06683
F: 1.23968 3.22364 4.62456
S: -0.68270 1.63628 3.61214
O: -1.41127 2.84816 3.50125
O: 0.01472 1.37204 2.36249
O: -1.33559 0.49327 4.16823
C: 3.40404 3.60747 -3.48638
F: 2.89105 2.43865 -3.89596
F: 4.73499 3.55140 -3.64098
F: 3.02755 4.51223 -4.36894
S: 2.92668 3.78214 -1.75111
O: 3.31059 2.54511 -1.12938
O: 3.64087 4.98706 -1.35507
O: 1.51024 3.95164 -1.80778

Summary:
F_max (eV Å⁻¹): 4.3
Total charge: +3
Highest occupied orbital energy (eV): -15.0
E (Ha): -5512.81167

Molecular formula: C34H98N8O11
Method: DFT, ωB97M-V with the def2-TZVPD basis set

Positions of all 151 atoms, in Å:
C: 2.79464 -0.20357 12.16690
O: 1.59365 -0.78053 11.74609
C: 1.59880 -1.43695 10.50479
C: 0.20845 -2.02404 10.29688
C: 0.09572 -2.63344 8.90503
N: -0.87390 -1.06687 10.55761
H: 2.73338 0.16333 13.18843
H: 3.19509 0.56174 11.49466
H: 3.56739 -0.98667 12.21941
H: 1.74618 -0.69372 9.70691
H: 2.35920 -2.22141 10.45179
H: 0.11479 -2.88553 10.96632
H: 0.34865 -1.90048 8.12921
H: -0.85893 -3.06563 8.60350
H: 0.80692 -3.45237 8.75770
H: -0.39396 -0.39470 11.17458
H: -0.91092 -0.40849 9.76903
C: -6.87399 -7.29661 15.03171
O: -6.12366 -6.15143 15.40303
C: -6.54980 -4.98072 14.77081
C: -5.48436 -3.91116 14.98121
C: -5.31090 -3.46924 16.43648
N: -5.72387 -2.69966 14.19392
H: -6.59407 -8.13911 15.65739
H: -6.67821 -7.54807 13.98605
H: -7.93619 -7.06643 15.14724
H: -6.66800 -5.06581 13.68412
H: -7.46193 -4.52710 15.18255
H: -4.51147 -4.34839 14.70878
H: -5.12015 -4.35370 17.04720
H: -6.20932 -2.96750 16.80588
H: -4.51498 -2.72982 16.52862
H: -4.94399 -2.07013 14.35004
H: -5.65302 -2.92548 13.19363
C: 0.09401 -9.09155 10.23259
O: -0.27370 -10.25896 10.94857
C: -0.39177 -11.36851 10.11415
C: -1.46744 -12.30545 10.66649
C: -1.33276 -12.60895 12.17445
N: -1.67083 -13.49819 9.86364
H: 1.08765 -9.26291 9.80678
H: 0.10994 -8.19402 10.84678
H: -0.65053 -8.93823 9.44534
H: -0.72929 -11.18870 9.07944
H: 0.54739 -11.89106 9.86405
H: -2.35151 -11.66053 10.61172
H: -1.34080 -11.67265 12.72577
H: -0.32013 -13.00545 12.30941
H: -2.08272 -13.35733 12.40297
H: -0.78633 -13.90159 9.57365
H: -2.17830 -13.23357 9.02666
C: -9.14676 -8.60156 12.27188
O: -9.05142 -7.73357 11.16080
C: -8.41417 -6.51821 11.43762
C: -8.35899 -5.56343 10.24329
C: -7.43843 -6.18925 9.18591
N: -7.74745 -4.32245 10.70712
H: -8.19867 -9.13238 12.38556
H: -9.94423 -9.32490 12.12355
H: -9.36939 -8.01967 13.17165
H: -9.02612 -6.01260 12.20983
H: -7.45160 -6.58387 11.96243
H: -9.40105 -5.43448 9.93340
H: -6.41476 -6.23340 9.55321
H: -7.52782 -5.57967 8.28066
H: -7.76157 -7.18005 8.86585
H: -8.40790 -3.79461 11.27232
H: -7.61708 -3.73964 9.87425
C: -0.99469 -4.51804 14.62742
O: -0.77788 -4.51865 16.03630
C: -1.44788 -5.59719 16.65584
C: -1.11257 -5.63212 18.13012
C: 0.40455 -5.53592 18.34920
N: -1.70243 -6.78346 18.80548
H: -2.06686 -4.43090 14.45006
H: -0.47332 -5.39546 14.23562
H: -0.50000 -3.65042 14.19168
H: -2.52627 -5.41898 16.50853
H: -1.29142 -6.55090 16.12683
H: -1.53779 -4.75533 18.62484
H: 0.74427 -4.52896 18.10619
H: 0.97790 -6.16838 17.66189
H: 0.77126 -5.79257 19.34244
H: -2.71070 -6.73944 18.67809
H: -1.42334 -7.63802 18.32777
C: -4.36147 -11.48788 14.07834
O: -5.44775 -12.29671 13.64557
C: -5.18013 -13.04915 12.46821
C: -5.15977 -12.14200 11.22204
C: -6.49809 -11.41350 11.02762
N: -4.90620 -12.99105 10.05255
H: -4.82306 -10.77510 14.76003
H: -3.83311 -10.98270 13.26772
H: -3.65978 -12.14017 14.60970
H: -4.25832 -13.62697 12.53888
H: -6.07887 -13.64877 12.32808
H: -4.29841 -11.47030 11.32481
H: -6.30666 -10.88640 10.08806
H: -6.63051 -10.63105 11.77079
H: -7.27650 -12.16296 10.92681
H: -3.99502 -13.42780 10.19389
H: -4.76821 -12.47661 9.18753
C: -8.95362 -2.65732 7.34361
O: -7.86030 -2.63628 8.21116
C: -7.05184 -1.48678 8.10968
C: -6.00871 -1.41450 9.23778
C: -5.32626 -0.06702 9.19926
N: -4.93795 -2.41851 9.00125
H: -8.65345 -2.61222 6.28635
H: -9.65979 -1.85009 7.55770
H: -9.46770 -3.61916 7.38312
H: -6.58559 -1.49638 7.11633
H: -7.61147 -0.54319 8.18051
H: -6.44720 -1.54208 10.22900
H: -6.00749 0.68657 9.60806
H: -4.98574 0.19676 8.19648
H: -4.48202 -0.01153 9.88902
H: -5.25987 -3.14273 8.34945
H: -4.27849 -2.02160 8.32623
C: -3.35911 -8.45394 12.13261
O: -3.11374 -7.19379 11.52740
C: -3.68351 -6.08847 12.23552
C: -3.66637 -4.95303 11.19723
C: -2.35393 -4.19098 11.19878
N: -4.69844 -3.93960 11.43508
H: -2.57703 -8.57682 12.88694
H: -3.37428 -9.21476 11.34852
H: -4.36502 -8.55909 12.55248
H: -4.72022 -6.30640 12.49986
H: -3.04135 -5.89769 13.09766
H: -3.84750 -5.40326 10.21281
H: -2.12891 -3.80259 12.20067
H: -2.20577 -3.32244 10.55883
H: -1.43960 -4.79538 11.10131
H: -5.56952 -4.47306 11.37718
H: -4.79401 -3.28882 10.63906
C: -4.82705 -8.69365 8.48829
O: -3.68533 -9.54824 8.49991
H: -5.69776 -9.21544 8.87483
H: -4.61070 -7.79176 9.07250
H: -4.96648 -8.37145 7.45143
H: -3.01123 -9.08382 7.97927
C: -1.71241 -6.41449 8.41947
O: -2.26223 -7.36320 7.46058
H: -2.55979 -5.74028 8.55670
H: -1.59460 -6.88991 9.39170
H: -0.88146 -5.93212 7.91318
H: -1.57372 -7.55028 6.81762
O: -3.19490 -1.17670 12.31617
H: -2.45833 -0.94377 11.72221
H: -3.53059 -2.01286 11.96654

Summary:
F_max (eV Å⁻¹): 2.2
Highest occupied orbital energy (eV): -8.4
E (Ha): -2619.67266
SMILES string: COC[C@H](C)N.COC[C@H](C)N.COC[C@H](C)N.COC[C@H](C)N.COC[C@H](C)N.COC[C@H](C)N.COC[C@H](C)N.COC[C@H](C)N.CO.CO.O

Molecular formula: C35H15F6N7W
Method: DFT, ωB97M-V with the def2-TZVPD basis set

Positions of all 64 atoms, in Å:
W: -0.71396 1.11149 -0.18425
F: -2.15397 5.60917 -2.93268
C: -1.19462 4.73075 -2.68291
C: -1.46153 3.69845 -1.79452
C: -0.47863 2.75892 -1.50583
C: 0.79694 2.89505 -2.11116
C: 0.99801 3.93643 -3.00794
F: 2.18301 4.07890 -3.60386
C: 0.02147 4.86500 -3.31517
C: 1.84189 1.97235 -1.66286
C: 3.16485 1.89901 -2.07932
C: 4.01694 0.99431 -1.46698
C: 3.54688 0.17332 -0.44745
C: 2.22175 0.27592 -0.09857
N: 1.39469 1.15098 -0.69361
H: -2.44195 3.67514 -1.34410
H: 0.21637 5.66652 -4.01436
H: 3.52757 2.54117 -2.86378
H: 5.05050 0.93421 -1.78057
H: 4.19342 -0.52423 0.06408
H: 1.79828 -0.33687 0.69421
C: 1.94556 4.02846 4.04239
C: 2.10028 4.10455 2.66356
C: 1.21037 3.44662 1.83346
C: 0.16844 2.71762 2.39823
C: -0.00654 2.64362 3.77540
C: 0.89518 3.30284 4.59257
N: -0.72287 2.07296 1.49936
N: -1.84100 1.52596 1.98757
C: -2.77537 1.20231 1.05123
C: -3.99451 0.60906 1.51242
C: -5.03871 0.48244 0.65755
C: -4.93651 0.91169 -0.69745
C: -3.77146 1.41934 -1.20042
C: -2.63731 1.47717 -0.37413
H: 2.64020 4.54505 4.69038
H: 2.90580 4.68731 2.23858
H: 1.29426 3.52271 0.75570
H: -0.83119 2.08316 4.19176
H: 0.77534 3.25471 5.66597
H: -4.07715 0.36956 2.56465
H: -5.97887 0.08510 1.01447
H: -5.79350 0.80815 -1.34989
H: -3.69398 1.70236 -2.24246
F: -0.36808 -5.79095 -2.76156
C: -0.07175 -5.47476 -1.51922
C: 0.47725 -6.45097 -0.70005
F: 0.67072 -7.64469 -1.22109
C: 0.84942 -6.18274 0.61992
C: 0.62813 -4.87437 1.07605
C: 0.08634 -3.91192 0.26384
F: -0.11345 -2.68790 0.77133
C: -0.28752 -4.16446 -1.06123
C: -0.84871 -3.13943 -1.89501
C: -0.80172 -1.77904 -1.56200
N: -0.80905 -0.62978 -1.38830
C: -1.55174 -3.37916 -3.10071
N: -2.17782 -3.53882 -4.05561
F: 0.91457 -4.53986 2.32491
C: 1.45008 -7.21052 1.47464
C: 1.28079 -8.57955 1.21495
N: 1.15305 -9.71202 1.02451
C: 2.24365 -6.85927 2.58125
N: 2.91144 -6.55855 3.47411

Summary:
F_max (eV Å⁻¹): 1.3
Total charge: +2
Highest occupied orbital energy (alpha / beta) (eV): -13.7 / -14.2
E (Ha): -2391.54567
Multiplicity: 3

Molecular formula: C35H18Cl6F5NO2PSSn
Method: DFT, ωB97M-V with the def2-TZVPD basis set

Positions of all 70 atoms, in Å:
Sn: 1.65577 -0.65332 0.37715
Cl: 0.44566 2.21015 2.56093
C: -0.74928 3.27461 1.83328
C: -1.12570 4.37457 2.54392
C: -2.10136 5.27890 2.01974
C: -2.66648 4.98228 0.76762
C: -2.29622 3.86838 0.05121
C: -1.29438 2.93749 0.55024
P: -0.66889 1.63910 -0.46778
C: -0.11580 2.52143 -1.99826
C: -0.92473 2.97453 -3.03974
C: -0.39385 3.71667 -4.09274
C: 0.95739 4.02400 -4.12323
C: 1.77385 3.59671 -3.08145
C: 1.23798 2.86137 -2.03521
C: -2.22181 0.79196 -1.05085
C: -2.41516 0.27318 -2.33120
C: -3.55031 -0.46576 -2.64928
C: -4.51496 -0.71211 -1.68411
C: -4.33170 -0.21227 -0.39784
C: -3.20058 0.52976 -0.08884
H: -0.68217 4.54323 3.51830
H: -2.39399 6.15959 2.57725
H: -3.42183 5.64519 0.35253
H: -2.77468 3.66529 -0.90026
H: -1.98423 2.74766 -3.03663
H: -1.04368 4.05020 -4.89474
H: 1.37284 4.58866 -4.95002
H: 2.83430 3.82144 -3.09213
H: 1.88043 2.53363 -1.22454
H: -1.65909 0.43135 -3.09145
H: -3.67254 -0.85437 -3.65412
H: -5.39547 -1.29642 -1.92636
H: -5.07514 -0.40208 0.36880
H: -3.06404 0.93348 0.90885
Cl: 4.53013 -3.57372 7.62918
C: 3.99529 -2.66049 6.24769
C: 4.66778 -2.74806 5.02749
Cl: 6.07593 -3.76492 4.90928
C: 4.23188 -2.04106 3.92072
Cl: 5.09112 -2.12204 2.41993
C: 3.06825 -1.19924 3.94174
O: 2.65706 -0.57965 2.93432
C: 2.42792 -1.12245 5.22265
Cl: 1.03991 -0.09938 5.30797
C: 2.87410 -1.82933 6.32447
Cl: 2.03442 -1.69013 7.83941
O: -0.12743 -1.72613 1.02068
N: -0.24217 -3.04152 1.10458
C: -1.38586 -3.48010 1.66909
C: -1.65306 -4.81044 1.81048
C: -0.70131 -5.72604 1.34966
C: 0.45409 -5.27076 0.79063
C: 0.73316 -3.88558 0.66170
S: 2.17719 -3.28092 -0.00127
H: -2.04086 -2.68247 1.98447
H: -2.57969 -5.11905 2.27066
H: -0.87639 -6.79117 1.43946
H: 1.21280 -5.95023 0.42890
F: -0.54999 -2.08833 -1.92910
C: 0.37700 -1.41753 -2.66194
C: 1.38297 -0.72270 -2.04246
C: 2.30098 -0.15437 -2.88265
F: 3.39053 0.49296 -2.37705
C: 2.21964 -0.19769 -4.26252
F: 3.14236 0.38301 -5.05298
C: 1.16151 -0.87230 -4.84081
F: 1.04750 -0.93463 -6.18103
C: 0.23122 -1.50047 -4.03432
F: -0.78810 -2.17155 -4.60810

Summary:
F_max (eV Å⁻¹): 0.6
Total charge: -2
Highest occupied orbital energy (alpha / beta) (eV): 0.8 / -2.7
E (Ha): -5764.10990
Multiplicity: 2